41
Properties=species:S:1:pos:R:3:nbo_charge:R:1 method="wB97M-V/def2-TZVPD" gap_ev=7.4 smiles="CP(C)C1=C(C(F)(F)F)C(=O)c2c(CCCI)ccc([PH2]=O)c2C1=O" homo_ev=-9.04 charge=0 lumo_energy_ev=-1.65
C 3.65409 -1.03793 1.29202 -0.929
P 3.45064 -1.36932 -0.51161 0.807
C 4.71589 -0.31409 -1.29803 -0.940
C 1.81812 -0.55425 -0.87301 -0.278
C 1.42898 0.73553 -0.87245 -0.193
C 2.34884 1.91361 -0.59747 0.971
F 3.10407 2.21833 -1.67266 -0.316
F 1.66399 3.01497 -0.26352 -0.306
F 3.19096 1.66099 0.42834 -0.324
C -0.00828 1.08187 -1.19481 0.612
O -0.28868 2.08896 -1.79488 -0.501
C -1.02003 0.07783 -0.74316 -0.177
C -2.29839 0.44041 -0.29215 0.066
C -2.77537 1.86858 -0.20385 -0.445
C -2.39663 2.52133 1.14308 -0.430
C -3.54700 2.49890 2.15960 -0.502
I -2.88889 2.08230 4.14906 0.069
C -3.13447 -0.58174 0.15192 -0.202
C -2.75165 -1.91608 0.11281 -0.137
C -1.50056 -2.27308 -0.38038 -0.407
P -1.15502 -4.05583 -0.40812 1.535
O -2.34017 -4.84725 0.00064 -1.084
C -0.63157 -1.26022 -0.77483 -0.019
C 0.75051 -1.55689 -1.24673 0.510
O 1.01798 -2.54653 -1.88235 -0.495
H 2.83023 -0.44476 1.68832 0.238
H 3.64575 -2.00406 1.79624 0.235
H 4.59386 -0.52437 1.49192 0.241
H 5.65968 -0.83237 -1.10633 0.240
H 4.55442 -0.32667 -2.37686 0.244
H 4.80822 0.70608 -0.93728 0.234
H -2.40210 2.45597 -1.03874 0.257
H -3.86515 1.85661 -0.30468 0.214
H -1.50607 2.05651 1.56617 0.216
H -2.13263 3.56557 0.95748 0.224
H -4.06799 3.45302 2.19357 0.226
H -4.27862 1.72628 1.93535 0.212
H -4.11959 -0.33176 0.53015 0.219
H -3.41815 -2.70829 0.43285 0.257
H -0.67562 -4.34689 -1.68642 -0.055
H -0.03358 -4.19129 0.43078 -0.088